# C18H12Br4KN2O4

A molecular structure, C18H12Br4KN2O4 (ωB97M-V/def2-TZVPD, OMol25).

Last column: Löwdin charge in e.
CARTESIAN COORDINATES (ANGSTROEM)
1 K -0.2018 -0.2293 -0.0132  0.88
2 O 6.9272 2.8851 0.2325  -0.06
3 C 6.6537 1.5376 0.5824  -0.21
4 C 5.2184 1.2172 0.2692  -0.19
5 C 4.8132 -0.0971 0.0895  -0.01
6 C 3.4702 -0.3500 -0.1326  -0.10
7 N 2.5452 0.6008 -0.2029  0.07
8 C 2.9336 1.8684 -0.0530  -0.20
9 C 4.2593 2.2148 0.1945  0.04
10 C 1.8736 2.9087 -0.1531  -0.20
11 C 2.1728 4.2096 -0.5395  0.04
12 C 1.1537 5.1504 -0.6236  -0.19
13 C 1.4593 6.5667 -1.0399  -0.21
14 O 2.5389 7.1309 -0.3082  -0.06
15 C -0.1349 4.7468 -0.3156  -0.01
16 C -0.3453 3.4235 0.0470  -0.10
17 N 0.6250 2.5236 0.1296  0.08
18 H 7.7987 3.1185 0.5609  0.09
19 H 6.8222 1.3769 1.6538  0.13
20 H 7.3040 0.8474 0.0358  0.12
21 H 5.5225 -0.9142 0.1260  0.12
22 H 3.1141 -1.3665 -0.2654  0.12
23 H 4.5521 3.2441 0.3400  0.11
24 H 3.1846 4.4988 -0.7910  0.12
25 H 0.5573 7.1798 -0.9515  0.12
26 H 1.7736 6.5880 -2.0841  0.13
27 H 2.3308 7.0694 0.6294  0.09
28 H -0.9658 5.4389 -0.3620  0.11
29 H -1.3432 3.0685 0.2843  0.12
30 Br -4.1394 -6.4695 -0.0533  0.61
31 C -3.6629 -4.6310 -0.0076  -0.79
32 C -4.6311 -3.6546 0.0700  -0.79
33 Br -6.4728 -4.1158 0.1348  0.61
34 C -4.2354 -2.3042 0.1001  -0.65
35 Br -5.5317 -0.9100 0.2074  0.65
36 C -2.9018 -1.8697 0.0564  -0.49
37 O -2.5728 -0.6276 0.0830  -0.31
38 C -1.8640 -2.9162 -0.0230  -0.49
39 O -0.6197 -2.5970 -0.0618  -0.31
40 C -2.3096 -4.2466 -0.0524  -0.65
41 Br -0.9269 -5.5550 -0.1590  0.65

Atomic forces in eV per Å
K 0.3 0.3 0.0
O 0.0 0.0 0.0
C 0.0 0.0 0.0
C 0.0 0.0 0.0
C 0.0 0.1 0.0
C -0.1 -0.1 0.0
N 0.1 0.1 0.0
C 0.2 -0.2 0.0
C 0.0 0.0 0.0
C -0.1 0.2 0.0
C 0.0 0.0 0.0
C 0.0 0.0 0.0
C 0.0 0.0 0.0
O 0.0 0.0 0.0
C 0.1 0.0 0.0
C -0.1 -0.1 0.0
N 0.1 0.1 0.0
H 0.0 0.0 0.0
H 0.0 0.0 0.0
H 0.0 0.0 0.0
H 0.0 0.0 0.0
H 0.0 0.0 0.0
H 0.0 0.0 0.0
H 0.0 0.0 0.0
H 0.0 0.0 0.0
H 0.0 0.0 0.0
H 0.0 0.0 0.0
H 0.0 0.0 0.0
H 0.0 0.0 0.0
Br 0.0 0.0 0.0
C 0.0 0.0 0.0
C 0.0 -0.1 0.0
Br 0.0 0.0 0.0
C 0.0 0.1 0.0
Br 0.0 0.0 0.0
C -0.1 0.0 0.0
O -0.2 -0.2 0.0
C 0.0 -0.1 0.0
O -0.2 -0.2 0.0
C 0.1 0.0 0.0
Br 0.0 0.0 0.0

The calculation puts the energy above the lowest of the compared OMol25 structures with the same formula, charge and spin at 0.000 eV. The calculation puts the HOMO-LUMO gap at 3.9 eV. As for the LUMO energy: 1.4 eV. The total charge is -1. The calculation puts the maximum force at 0.482 eV/A. The value obtained for the HOMO energy is -2.46 eV.